13
Properties=species:S:1:pos:R:3:forces:R:3:nbo_charge:R:1 method="wB97M-V/def2-TZVPD" total_charge=-1 homo_ev="-1.220 / -1.167" homo_lumo_gap_ev="3.0 / 2.9"
Cu -0.55890 -0.41171 -2.12905 1.2 0.8 1.6 0.796
O 0.92215 -0.51071 0.11785 -0.2 -0.1 0.3 -0.830
O 1.04139 0.98919 -1.50921 -1.0 -0.2 -1.5 -0.819
C 1.34899 0.62870 -0.34669 -0.4 -1.4 0.9 0.797
C 2.21652 1.46672 0.53802 0.2 0.4 0.1 -0.532
C 1.35314 2.56929 1.19124 -0.4 -0.2 -0.3 -0.896
H 2.68090 0.81828 1.29722 -0.2 0.1 -0.3 0.194
H 3.01580 1.90382 -0.08091 -0.2 0.0 0.2 0.186
H 0.93123 3.20924 0.38885 0.2 -0.1 0.2 0.133
H 0.46960 2.09094 1.66293 0.3 0.1 0.1 0.128
O -0.69285 -2.17414 1.60317 0.7 2.1 -0.3 -0.539
O -1.52464 -1.23887 -0.28257 0.2 1.2 -0.1 -0.714
C -0.85290 -1.42854 0.69931 -0.5 -2.7 -0.8 1.096

---

14
Properties=species:S:1:pos:R:3:forces:R:3:nbo_charge:R:1 method="wB97M-V/def2-TZVPD" total_charge=-1 homo_ev=-4.781 homo_lumo_gap_ev=7.8
O -1.07558 0.21529 -0.23778 -0.3 0.5 -0.2 -0.628
C -1.81705 -0.93010 0.06561 -0.6 0.5 1.2 0.964
O -2.69780 -0.86208 0.91658 0.3 -0.1 -0.4 -0.722
O -1.39323 -1.90239 -0.60766 0.3 -0.8 -0.8 -0.843
C -0.76455 1.14927 0.78901 0.7 -1.0 0.2 -0.059
H -1.54749 1.91943 0.84270 0.3 0.0 0.0 0.171
H -0.71970 0.63941 1.76219 -0.1 0.0 -0.3 0.187
C 0.57378 1.78011 0.43750 0.9 3.8 -2.1 -0.525
H 0.75246 2.59061 1.15731 0.1 -0.1 -0.1 0.204
H 0.42322 2.30604 -0.52076 -0.4 0.3 0.2 0.185
O 2.98103 1.46588 0.90321 0.5 0.4 -2.5 -0.662
O 1.57120 -0.13267 0.26159 2.4 -2.7 -2.6 -0.878
C 2.04466 1.07184 0.19625 -4.1 -1.1 6.6 0.751
Cu 0.45434 -1.18309 -1.05354 0.2 0.2 0.8 0.853

---

14
Properties=species:S:1:pos:R:3:forces:R:3:nbo_charge:R:1 method="wB97M-V/def2-TZVPD" multiplicity=5 s_squared=6.028 homo_ev="-7.905 / -7.164" homo_lumo_gap_ev="6.5 / 4.4"
O 1.40199 1.94201 2.49799 -1.3 -1.1 -0.7 -0.678
C 0.80236 1.73901 1.42589 2.4 4.0 -0.6 0.925
O 0.47348 2.57500 0.54796 -0.6 -0.7 0.4 -0.743
O 0.69858 0.44000 0.98426 0.3 -3.7 -1.3 -0.584
C 1.70115 -0.11857 0.09054 -0.7 0.9 1.5 -0.308
H 2.46559 0.64091 -0.14165 -0.5 0.1 -0.3 0.204
C 2.40303 -1.23871 0.84722 -0.1 -0.8 -0.5 -0.654
H 2.79834 -0.88815 1.81824 -0.2 0.0 -0.5 0.255
H 1.73466 -2.09611 1.03185 0.1 0.3 0.1 0.185
H 3.22223 -1.63576 0.22622 -0.1 0.2 0.2 0.206
C -1.21770 -2.52253 1.04269 -0.3 0.2 1.4 1.059
O -1.20632 -2.45607 -0.11949 0.3 0.2 -0.7 -0.610
O -1.27429 -2.58196 2.19446 0.2 -0.1 -0.8 -0.443
Er 0.42738 -0.75690 -2.03586 0.4 0.7 1.7 1.189

---

12
Properties=species:S:1:pos:R:3:forces:R:3:nbo_charge:R:1 method="wB97M-V/def2-TZVPD" homo_ev="-7.841 / -7.740" homo_lumo_gap_ev="7.8 / 7.6"
C -0.69670 -0.58072 1.33031 0.5 0.6 -0.1 0.295
C 1.35482 0.98264 -0.08552 -0.1 0.6 1.5 0.304
C -0.80485 -0.32639 -0.10229 -1.4 -1.3 -0.8 0.045
C 0.54900 0.03927 -0.81456 -0.9 0.9 -1.3 0.065
N -0.97788 -1.30958 2.24434 0.4 0.0 0.7 -0.593
N 1.58203 2.12871 0.22823 0.8 -1.1 0.5 -0.586
F -1.19772 -1.61922 -0.74734 0.3 1.6 0.3 -0.395
F 0.51485 0.46374 -2.22205 -0.9 -0.5 1.6 -0.365
H -1.73187 0.35141 -0.13321 1.6 -0.6 -0.8 0.248
H 1.06348 -0.87545 -0.85367 0.6 -1.4 -0.3 0.216
H -1.29364 -2.26073 2.40837 -0.2 0.0 -0.6 0.394
H 1.24710 2.99324 -0.11508 -0.7 1.1 -0.9 0.372

---

12
Properties=species:S:1:pos:R:3:forces:R:3:nbo_charge:R:1 method="wB97M-V/def2-TZVPD" smiles="CC1=NN=CC1(F)F" homo_ev=-10.700 homo_lumo_gap_ev=10.2
C 0.02909 0.33938 2.17458 2.4 -1.8 -1.1 -0.657
C -0.05823 0.50136 0.69651 0.1 0.5 0.1 0.209
N -0.43874 1.54777 0.12468 0.1 2.4 -0.1 -0.253
N -0.29933 1.46669 -1.34078 -0.2 -2.7 0.0 -0.166
C -0.11759 0.20657 -1.59632 -1.0 2.0 1.6 -0.007
C 0.11624 -0.53989 -0.34318 0.4 -2.6 2.4 0.577
F -0.75433 -1.54087 0.14633 0.0 0.5 -1.5 -0.337
F 1.31884 -1.18035 -0.37733 0.1 0.3 -0.2 -0.315
H 0.13466 1.30430 2.63319 -0.3 0.1 0.5 0.251
H -0.69065 -0.36450 2.53761 -1.0 0.2 0.4 0.250
H 0.97588 -0.28652 2.32562 -0.8 1.1 0.0 0.233
H -0.15103 -0.30802 -2.49423 0.3 -0.3 -2.0 0.214

---

13
Properties=species:S:1:pos:R:3:forces:R:3:nbo_charge:R:1 method="wB97M-V/def2-TZVPD" homo_ev="-8.611 / -8.611" homo_lumo_gap_ev="7.9 / 7.9"
C 1.92029 -0.64612 -0.16117 1.6 -2.4 -0.1 -0.554
C 0.88122 -1.54926 -0.11596 0.1 1.1 -0.3 0.334
C 2.04209 0.56393 0.51677 -0.7 2.0 0.6 0.311
C -0.95924 -0.13237 -0.08165 0.7 -0.1 -0.9 0.752
N -1.97399 0.17213 0.55772 0.3 0.0 0.2 -0.254
N -2.64297 1.27083 0.29150 -0.3 3.0 -2.6 -0.637
O -0.45714 -1.40045 0.04947 1.4 1.0 -0.1 -0.442
F 3.28112 1.06012 0.27571 -0.6 -0.5 0.1 -0.356
F -0.35266 0.54742 -1.11715 -1.2 -0.4 1.1 -0.330
H 2.98437 -1.01068 -0.38182 -1.8 -0.3 -0.2 0.237
H 0.99645 -2.57374 -0.34443 0.7 -1.0 -0.1 0.196
H -3.30480 1.65206 0.89353 -1.0 -0.5 1.7 0.376
H -2.41476 2.04612 -0.38252 0.7 -1.8 0.7 0.367